A molecular structure, C5H4N4 at a distorted geometry. Source: the OMol25 dataset; level of theory: wB97M-V/def2-TZVPD.

Positions of all 13 atoms, in Å:
C  -0.8503  1.9422  0.1266
C  0.0563  0.7991  0.1350
C  -0.3797  -0.4872  0.2273
C  -1.7516  -0.8189  0.2065
C  -3.0144  -0.6366  -0.2332
H  -1.7678  1.5381  -0.4388
H  -0.9275  2.4744  1.3813
H  -0.1185  2.8153  -0.8105
H  -4.1329  -0.7757  -0.7481
N  1.4339  1.0529  -0.2215
N  2.2941  0.0629  -0.1689
N  1.8419  -1.2310  0.1106
N  0.5136  -1.4339  -0.0283

Summary:
Strongest force on any atom   10.97 eV/Å
LUMO level   -1.005 eV
Total charge   0